Entry A
20
Properties=species:S:1:pos:R:3:mulliken_charge:R:1 method="wB97M-V/def2-TZVPD" gap_ev=9.0 smiles="CCCC/C=C/N" e_homo_ev=-7.85 lumo_ev=1.182
H 1.8617 -0.6030 -2.6941 0.348
C 0.2055 -1.7499 -0.2156 -0.820
C -0.6185 0.4447 0.8473 -0.276
H 0.2875 1.5522 2.3625 0.340
H 0.7481 0.7805 -2.3969 0.245
H -2.3755 2.4870 1.5940 0.186
H -1.0713 3.4051 2.1797 0.199
H 0.0562 -1.9505 -2.3059 0.372
C -0.5283 1.4988 1.6561 -0.218
C 0.0472 -1.1079 -1.6132 -0.454
H 0.1959 -1.2980 1.8752 0.404
H -0.6723 -2.3786 -0.0805 0.318
C 1.1767 -0.1400 -1.9935 -1.018
H 1.1280 -2.3326 -0.2254 0.325
N -1.3835 2.5880 1.6918 -0.459
H 1.7198 0.1589 -1.0947 0.259
H 1.3207 -0.3843 0.9802 0.331
H -0.9431 -0.6707 -1.6642 0.317
C 0.2946 -0.7407 0.9432 -0.663
H -1.4495 0.4411 0.1541 0.265

=====

Entry B
20
Properties=species:S:1:pos:R:3:mulliken_charge:R:1 method="wB97M-V/def2-TZVPD" gap_ev=8.0 smiles="CC/C(C)=C(/C)N" e_homo_ev=-6.91 lumo_ev=1.092
H -3.1128 -1.3456 -0.2340 0.333
H -0.6915 -0.4825 2.1548 0.319
H 0.3420 0.7609 -2.1243 0.115
C 2.2219 -0.3020 0.5136 -1.432
C -1.5914 0.2593 -0.4214 -0.707
H 2.3150 0.3907 1.2925 0.447
H -2.2867 0.9469 0.0292 0.388
H 3.0417 -0.0536 -0.0990 0.442
C 0.9616 0.1413 -0.2630 0.573
C -2.0687 -1.2374 -0.4693 -1.009
H -1.5856 -1.7301 0.3852 0.279
C -0.2483 0.3689 0.3515 0.293
H 1.9512 0.3608 -2.1847 0.197
H -1.7762 -1.7523 -1.3865 0.256
H -1.5032 0.7212 -1.4229 0.341
C -0.3015 0.4435 1.8489 -1.306
H -1.0998 1.1400 2.1124 0.346
H 2.1510 -1.3373 0.7042 0.288
H 0.6768 0.4654 2.4271 0.261
N 1.1052 0.5534 -1.5737 -0.424

=====

Stability check: which of them is most stable? entry A.

=====

Entry A
20
Properties=species:S:1:pos:R:3:mulliken_charge:R:1 method="wB97M-V/def2-TZVPD" gap_ev=7.7 e_homo_ev=-6.78 lumo_ev=0.890
H 0.0002 -2.0864 -1.4147 0.322
H 2.2607 -0.2380 2.0582 0.371
H -0.9370 -0.1989 1.4405 0.319
H 0.9233 -0.0324 -2.2797 0.382
H -2.2194 1.7298 0.4187 0.315
H 1.1398 -1.5472 1.6409 0.300
H -1.6114 -1.6435 -0.7976 0.285
H -0.8405 0.3224 -2.4256 0.321
H -1.1608 2.2695 1.7334 0.387
C -1.1706 1.8417 0.7232 -1.458
H -0.3284 -2.1287 0.3328 0.367
C 1.0020 0.3605 0.4879 -0.299
C -0.5321 -1.5938 -0.5955 -0.946
H 0.3137 1.4912 -1.6528 0.343
H 2.5172 -1.1488 0.5736 0.281
C 0.0569 0.4435 -1.8056 -1.048
H -0.6655 2.5523 0.0642 0.318
N -0.0583 -0.1983 -0.4941 0.476
C -0.4328 0.5218 0.7715 0.096
C 1.7431 -0.7167 1.2209 -1.132

=====

Entry B
20
Properties=species:S:1:pos:R:3:mulliken_charge:R:1 method="wB97M-V/def2-TZVPD" gap_ev="9.0 / 8.5" e_homo_ev="-8.24 / -7.78" lumo_ev="0.732 / 0.669"
H 0.4721 2.7059 -0.6957 0.247
H 0.2712 0.6633 2.3131 0.372
H 1.9001 -0.3593 -0.1825 0.409
H -1.2292 -1.3481 1.3991 0.290
N -0.2779 0.6150 -1.0674 -0.532
C -0.1376 2.0684 -1.3568 -0.793
C 0.0791 1.1907 1.3783 -1.659
C -1.3832 -0.8076 0.4611 -1.600
C 0.9186 -0.7816 -0.0840 -0.766
H 0.9356 -2.6347 -1.3644 0.303
H -2.3903 -0.4128 0.3646 0.317
H 0.9908 1.7397 1.1114 0.419
H 0.1499 -2.9254 0.1764 0.342
H -1.1481 2.5358 -1.3285 0.286
H -0.6945 1.9508 1.5678 0.327
H 1.8780 -2.7751 0.0935 0.371
H 0.2027 2.2298 -2.3846 0.302
H -1.2334 -1.4897 -0.3763 0.459
C -0.2472 0.1694 0.2817 2.157
C 0.9433 -2.3345 -0.3068 -1.250

=====

Entry C
20
Properties=species:S:1:pos:R:3:mulliken_charge:R:1 method="wB97M-V/def2-TZVPD" gap_ev=7.9 e_homo_ev=-6.86 lumo_ev=0.997
H 3.1345 0.2930 0.6533 0.323
C -1.7556 1.3321 -0.8192 -0.994
C 1.4318 -0.7355 -0.2240 -0.230
H 0.9171 0.9493 -1.5111 0.323
C 0.5949 0.4905 -0.5696 -0.566
H -2.1947 1.6481 0.1295 0.337
H -2.5300 1.0225 -1.5344 0.259
C 2.9219 -0.4398 -0.1346 -1.301
H -1.2047 2.1668 -1.2510 0.381
H 1.2221 -1.5123 -0.9664 0.284
N -0.8633 0.2135 -0.5367 0.277
H -1.4231 -0.7729 2.1778 0.225
H -2.9261 -0.0189 1.5979 0.347
H 1.0701 -1.1445 0.7210 0.349
H 0.7346 1.2529 0.2167 0.324
H 3.4661 -1.3568 0.1170 0.352
H 3.3253 -0.0556 -1.0770 0.336
H -2.5930 -1.7764 1.3937 0.313
C -2.1630 -0.7762 1.3546 -0.997
C -1.1648 -0.7799 0.2625 -0.339

=====

Stability check: which of them is most stable? entry C.

=====

Entry A
20
Properties=species:S:1:pos:R:3:mulliken_charge:R:1 method="wB97M-V/def2-TZVPD" gap_ev=8.3 e_homo_ev=-7.28 lumo_ev=1.045
H -1.0127 -1.0708 -0.7955 0.203
H 0.2573 -1.2155 3.0468 0.347
C -0.0445 0.4686 1.9617 -0.243
N 0.2442 0.9635 0.6554 0.046
H 1.1353 1.9794 2.1583 0.292
C 0.5502 0.3751 -0.6940 -0.695
H -1.4397 -0.8774 -3.2642 0.353
C 1.4669 1.2366 1.4071 -0.828
H -1.3902 -0.8347 2.8431 0.298
H -1.4922 0.5850 -1.2017 0.291
H 2.2524 1.6835 0.8000 0.430
H 0.2910 -1.1747 -2.9874 0.321
H 0.8958 1.2453 -1.2837 0.350
H -0.2777 0.4593 -3.3699 0.319
C -0.5263 -0.4611 -2.8253 -1.249
H -0.4899 -1.7632 1.5404 0.328
H 1.8190 0.0178 1.6800 0.255
C -0.4530 -0.9395 2.2674 -1.020
C -0.7082 -0.1694 -1.3400 -0.115
H 1.3930 -0.3588 -0.7426 0.317

=====

Entry B
20
Properties=species:S:1:pos:R:3:mulliken_charge:R:1 method="wB97M-V/def2-TZVPD" gap_ev=6.8 e_homo_ev=-7.00 lumo_ev=-0.216
H -3.1535 0.5940 -0.4472 0.283
H 3.3413 0.2953 1.1387 0.269
H -0.5401 -0.9937 -0.8721 0.264
H -1.0437 -0.2018 1.8509 0.290
H 3.6246 0.3352 -0.6457 0.311
C -0.4155 0.9255 -0.2843 -0.624
C 1.1178 0.7626 0.2478 -0.303
N -1.3041 -0.9043 1.0814 -0.637
H 1.5862 -1.3849 0.4877 0.016
C 1.7636 -0.5622 -0.1224 -0.706
H 1.1437 0.7594 1.4294 0.228
H -2.4598 0.1608 -2.0882 0.323
H 1.4441 1.8159 -0.0441 0.360
C -1.2212 -0.4036 -0.2397 0.167
H -0.7799 1.7442 0.4390 0.281
H -3.2130 -1.0415 -1.0719 0.340
H -0.0745 1.3360 -1.2926 0.351
C -2.5346 -0.1633 -1.0221 -1.230
H -0.6714 -1.6733 1.3191 0.308
C 2.9440 0.2051 0.1252 -0.292

=====

Stability check: which of them is most stable? entry A.

=====

Entry A
20
Properties=species:S:1:pos:R:3:mulliken_charge:R:1 method="wB97M-V/def2-TZVPD" gap_ev=10.5 smiles="[H]/N=C(/CC)CCC" e_homo_ev=-9.37 lumo_ev=1.123
H 0.9518 -1.7147 0.0757 0.332
H -1.4244 0.1346 -1.4104 0.208
H -0.5761 -2.1825 2.2977 0.243
H 0.8151 1.2177 0.1205 -0.054
H 1.5318 -0.9833 1.6000 0.318
C 1.5638 0.3533 -0.0844 -0.068
C -0.5007 -0.6036 1.1721 0.443
C -1.2394 0.7669 0.6601 -0.621
N -1.0991 -1.3828 1.9446 -0.715
H -2.7494 -0.3635 -0.3848 0.338
C -2.0628 0.4523 -0.5885 -1.021
H -0.7308 1.7263 0.5585 0.422
H 2.1352 1.0084 -2.0598 0.342
H -1.9251 0.9760 1.4795 0.372
C 0.9589 -0.8057 0.6847 -0.660
H 2.5639 0.5666 0.3046 0.419
H -2.6392 1.3223 -0.9010 0.325
C 1.6261 0.1654 -1.5929 -1.198
H 0.6399 0.1075 -2.0207 0.237
H 2.1605 -0.7610 -1.8555 0.337

=====

Entry B
20
Properties=species:S:1:pos:R:3:mulliken_charge:R:1 method="wB97M-V/def2-TZVPD" gap_ev=10.7 smiles="C=CCC.C=NC" e_homo_ev=-9.66 lumo_ev=1.052
H 2.2212 1.3574 -0.7150 0.262
H 1.3699 1.8688 1.4856 0.310
H 0.9967 -0.9552 -1.5983 0.305
H -2.7082 -2.1804 0.8921 0.329
C 3.1726 1.4672 -0.1889 -0.758
C -0.0817 -0.9281 -1.6154 -0.807
H -2.6808 -1.2074 -1.5122 0.289
C -0.8460 -0.6715 -0.5630 -0.035
C 2.0989 1.1259 1.8148 -0.337
H 2.0084 0.6418 2.7817 0.291
N 3.1123 0.8233 1.1239 -0.376
H 3.4782 2.5123 -0.1632 0.326
C -2.3556 -0.6416 -0.6360 -0.315
H 3.8993 0.9424 -0.8116 0.277
H -0.4597 -0.5400 0.4429 0.336
H -2.8300 -0.5316 1.5097 0.317
H -0.5772 -1.1004 -2.5645 0.224
C -3.0076 -1.1630 0.6376 -1.247
H -2.7160 0.3708 -0.8441 0.243
H -4.0948 -1.1907 0.5240 0.365

=====

Entry C
20
Properties=species:S:1:pos:R:3:mulliken_charge:R:1 method="wB97M-V/def2-TZVPD" gap_ev=9.0 smiles="CCC(=CN)CC" e_homo_ev=-7.92 lumo_ev=1.073
H -0.3365 -1.7648 -1.4086 0.303
C 1.5614 -0.6448 1.3136 -1.100
H 0.2224 -1.9788 0.0479 0.166
H -1.4343 -2.6239 -0.3851 0.355
H 0.7449 -1.4012 1.5780 0.338
H 2.3563 -0.6937 0.4078 0.249
C 0.8704 0.7317 1.2689 -0.564
C -0.7515 -1.7899 -0.4267 -0.984
H -1.3597 0.6589 -2.4148 0.211
H 2.2432 -0.6007 2.2039 0.368
H -1.1836 2.2764 -2.5719 0.189
H -1.8382 0.1338 -0.5277 0.430
H 1.6459 1.6151 1.2511 0.297
H -1.5974 -0.5496 1.1244 0.304
N -0.8337 1.4332 -2.1496 -0.473
C -0.0888 0.7269 0.1215 0.532
H 0.4483 0.7663 2.3183 0.263
C -0.1011 1.6090 -0.9061 -0.268
C -1.1305 -0.4146 0.1229 -0.901
H 0.5625 2.5107 -0.9678 0.283

=====

Entry D
20
Properties=species:S:1:pos:R:3:mulliken_charge:R:1 method="wB97M-V/def2-TZVPD" gap_ev=9.2 smiles="C=C(CCC)NC" e_homo_ev=-8.13 lumo_ev=1.116
H 0.6487 -2.5774 -0.5357 0.229
H 2.3446 -0.4168 -0.3423 0.221
H -0.4388 2.1640 -0.6586 0.399
H 1.0551 1.9549 0.2323 0.304
C 1.1640 -1.9817 0.2153 -0.863
C 0.1205 1.4525 -0.0437 -0.794
C 0.4325 0.2257 -0.8791 0.393
H -1.2434 0.3057 -2.1690 0.286
H -0.7806 2.0740 1.7212 0.345
C -0.5599 1.1062 1.2753 -0.392
H 0.5336 -1.9599 1.1066 0.231
N 1.3777 -0.6281 -0.2561 -0.151
C -0.4380 -0.2802 -1.7475 -0.951
H -0.4346 -1.2891 -2.1309 0.257
H 0.1517 0.5580 1.8938 0.325
H -2.3819 0.3505 2.1167 0.363
C -1.8759 0.3359 1.1571 -1.184
H -1.7008 -0.6298 0.7143 0.323
H -2.4857 0.8290 0.4026 0.293
H 2.1155 -2.3367 0.5885 0.368

=====

Stability check: which of them is most stable? entry A.